Arrangement a

One molecule with the formula C6H10O. Source: the OMol25 dataset; level of theory: the ωB97M-V functional and the def2-TZVPD basis.

As for the spin multiplicity: 1. The HOMO energy comes out at -6.8 eV.

Positions of all 17 atoms, in Å:
C  0.513  2.489  -0.321
C  -0.527  1.438  -0.062
C  -0.709  -0.767  -0.992
C  -0.946  -1.959  -0.152
C  -0.224  -1.936  0.959
C  0.676  -0.746  0.999
O  0.305  -0.028  -0.241
H  -0.046  3.406  -0.075
H  0.779  2.553  -1.381
H  1.426  2.461  0.292
H  -0.668  1.315  1.020
H  -0.312  -0.899  -1.999
H  -1.612  -0.142  -1.080
H  -1.706  -2.680  -0.406
H  -0.256  -2.677  1.745
H  0.498  -0.081  1.857
H  1.743  -1.023  1.026

=====

Arrangement b

One molecule with the formula C6H10O. Source: the OMol25 dataset; level of theory: the ωB97M-V functional and the def2-TZVPD basis.

As for the spin multiplicity: 1. The HOMO energy (alpha / beta) comes out at -7.2 / -7.0 eV.

Positions of all 17 atoms, in Å:
O  0.201  -0.792  2.226
C  1.249  -0.663  1.471
C  1.076  -0.418  0.022
C  0.480  0.979  -0.281
C  -0.532  1.062  -1.394
C  -0.967  0.078  -2.178
C  -1.061  -0.715  1.891
H  2.183  -0.790  1.999
H  2.039  -0.539  -0.481
H  0.407  -1.201  -0.378
H  1.299  1.675  -0.502
H  0.000  1.382  0.623
H  -0.953  2.058  -1.540
H  -1.722  0.268  -2.936
H  -0.599  -0.942  -2.109
H  -1.354  -0.539  0.864
H  -1.746  -0.904  2.703

=====

Which of them is least stable? Easy: arrangement a.

=====

Arrangement a

One molecule with the formula C6H10O. Source: the OMol25 dataset; level of theory: the ωB97M-V functional and the def2-TZVPD basis.

As for the spin multiplicity: 1. The HOMO energy comes out at -9.5 eV. Its structure (SMILES) is O[C@@H]1C=CCCC1.

Positions of all 17 atoms, in Å:
O  1.565  -0.437  1.437
C  1.403  -0.245  0.034
C  1.046  1.185  -0.308
C  -0.222  1.591  -0.272
C  -1.371  0.696  0.120
C  -1.053  -0.825  0.093
C  0.320  -1.175  -0.507
H  0.691  -0.310  1.829
H  2.377  -0.506  -0.391
H  1.842  1.878  -0.574
H  -0.472  2.626  -0.505
H  -2.233  0.918  -0.522
H  -1.690  0.991  1.131
H  -1.129  -1.232  1.110
H  -1.825  -1.349  -0.478
H  0.583  -2.211  -0.262
H  0.290  -1.089  -1.600

=====

Arrangement b

One molecule with the formula C6H10O. Source: the OMol25 dataset; level of theory: the ωB97M-V functional and the def2-TZVPD basis.

As for the spin multiplicity: 1. The HOMO energy comes out at -8.0 eV. Its structure (SMILES) is C[C@H]1CCC=CO1.

Positions of all 17 atoms, in Å:
C  -2.265  0.251  0.231
C  -0.765  0.149  0.439
C  -0.126  -1.014  -0.334
C  1.366  -1.005  -0.107
C  1.942  0.375  -0.064
C  1.154  1.459  -0.043
O  -0.209  1.400  0.014
H  -2.763  -0.657  0.589
H  -2.496  0.375  -0.833
H  -2.676  1.108  0.774
H  -0.537  0.024  1.509
H  -0.372  -0.878  -1.395
H  -0.571  -1.966  -0.024
H  1.775  -1.742  0.603
H  2.012  -0.838  -1.159
H  3.022  0.488  0.026
H  1.508  2.471  -0.226

=====

Which of them is least stable? Easy: arrangement b.

=====

Arrangement a

C6H10O as an isolated structure. Source: the OMol25 dataset; level of theory: the ωB97M-V functional and the def2-TZVPD basis.

As for the spin multiplicity: 1. The HOMO energy (alpha / beta) comes out at -7.1 / -7.1 eV.

Positions of all 17 atoms, in Å:
O  0.242  -0.872  2.049
C  1.211  -0.847  1.293
C  1.208  -0.234  -0.026
C  0.500  1.051  -0.295
C  -0.512  1.024  -1.354
C  -0.875  -0.075  -1.982
C  -1.560  -0.783  1.793
H  2.172  -1.296  1.577
H  2.255  -0.211  -0.338
H  0.913  -1.126  -0.585
H  1.247  1.793  -0.582
H  0.030  1.462  0.599
H  -0.974  1.980  -1.581
H  -1.635  0.014  -2.729
H  -0.534  -1.096  -1.883
H  -1.986  0.018  1.171
H  -1.703  -0.803  2.872

=====

Arrangement b

A 2-piece molecular cluster, C6H10O overall. Source: the OMol25 dataset; level of theory: the ωB97M-V functional and the def2-TZVPD basis.

As for the spin multiplicity: 1. The HOMO energy comes out at -9.0 eV. Its structure (SMILES) is C=CC1CC1.C=O.

Positions of all 17 atoms, in Å:
C  0.846  0.092  -1.211
C  0.269  -0.907  -0.540
C  -1.046  -0.837  0.128
C  -1.432  0.375  0.948
C  -2.051  0.163  -0.390
H  1.753  -0.062  -1.783
H  0.418  1.091  -1.245
H  0.804  -1.851  -0.426
H  -1.433  -1.790  0.477
H  -0.662  1.128  1.079
H  -2.040  0.187  1.828
H  -3.087  -0.153  -0.451
H  -1.721  0.782  -1.221
C  2.327  0.441  0.690
O  1.582  0.412  1.640
H  2.827  -0.455  0.274
H  2.645  1.384  0.204

=====

Which of them is least stable? Easy: arrangement a.

=====

Arrangement a

One molecule with the formula C6H10O. Source: the OMol25 dataset; level of theory: the ωB97M-V functional and the def2-TZVPD basis.

As for the spin multiplicity: 1. The HOMO energy comes out at -8.7 eV. Its structure (SMILES) is C[C@H]1C[C@H]1CC=O.

Positions of all 17 atoms, in Å:
C  2.271  0.073  0.945
C  0.855  -0.343  0.815
C  -0.373  0.384  1.113
C  -0.071  -0.348  -0.352
C  -0.814  0.327  -1.454
C  -2.259  -0.202  -1.350
O  -2.677  -0.953  -0.504
H  2.593  -0.129  1.968
H  2.437  1.123  0.697
H  2.841  -0.553  0.253
H  0.655  -1.369  1.101
H  -1.237  0.068  1.671
H  -0.167  1.450  1.331
H  -0.108  -1.417  -0.608
H  -0.490  0.117  -2.485
H  -0.862  1.403  -1.304
H  -2.945  0.159  -2.144

=====

Arrangement b

One molecule with the formula C6H10O. Source: the OMol25 dataset; level of theory: the ωB97M-V functional and the def2-TZVPD basis.

As for the spin multiplicity: 1. The HOMO energy comes out at -9.2 eV. Its structure (SMILES) is CO[C@@H]1[C@@H]2CC[C@@H]21.

Positions of all 17 atoms, in Å:
C  -1.702  -1.612  -0.153
O  -1.379  -0.288  0.151
C  -0.519  0.117  -0.856
C  0.972  -0.047  -0.759
C  1.475  -0.005  0.679
C  0.842  1.402  0.841
C  0.315  1.336  -0.617
H  -2.533  -1.887  0.512
H  -0.834  -2.274  0.001
H  -1.882  -1.633  -1.300
H  -0.980  -0.326  -1.811
H  1.527  -0.423  -1.614
H  2.567  0.008  0.739
H  1.096  -0.787  1.347
H  1.619  2.168  0.952
H  0.120  1.533  1.654
H  0.341  2.199  -1.276

=====

Which of them is least stable? Easy: arrangement a.